Entry 1:
Entry from the Open Molecules 2025 dataset: a molecular structure, C5H8O2 (the ωB97M-V functional and the def2-TZVPD basis).

Relative energy (zero: lowest compared OMol25 entry of this formula, charge and spin) (kJ/mol): 465.8
Orbital gap (eV): 8.9
DFT total energy (eV): -9405.0045

ORCA input file:
```
! wB97M-V def2-TZVPD RIJCOSX def2/J DEFGRID3
* xyz 0 1
C -0.242 -0.445 0.472
H 0.848 0.628 1.994
H 1.753 -0.825 1.227
O -0.762 1.340 -0.822
C -0.004 -1.008 -0.822
H -1.276 1.330 1.207
C -1.255 0.681 0.322
H -2.266 0.295 0.138
H -0.107 -1.033 1.647
H 0.428 0.594 -2.359
H 0.872 -1.639 -0.960
C 0.883 -0.181 1.273
H -0.889 -1.334 -1.372
C 0.471 0.630 -1.261
O 1.546 0.967 -0.684
*
```

Here are the Mulliken charges for atoms 1 to 8, given in e:
1 C 0.65
2 H 0.29
3 H 0.29
4 O -0.39
5 C -0.83
6 H 0.28
7 C -0.54
8 H 0.27


Entry 2:
Entry from the Open Molecules 2025 dataset: 2 unconnected molecules or ions with the total composition C5H10ClNS (the ωB97M-V functional and the def2-TZVPD basis).

Relative energy (zero: lowest compared OMol25 entry of this formula, charge and spin) (kJ/mol): 345.1
Orbital gap (eV): 7.9
DFT total energy (eV): -30191.1161

ORCA input file:
```
! wB97M-V def2-TZVPD RIJCOSX def2/J DEFGRID3
* xyz 0 1
Cl 3.783 0.710 1.201
H -1.207 1.696 -1.604
H 2.466 -2.432 -1.713
H -1.063 0.083 -2.255
H 3.335 2.051 -0.765
N 1.684 1.008 -0.376
H -0.232 1.177 1.659
H 4.108 -1.653 -1.319
C -0.969 0.773 0.980
H -0.970 -0.974 -0.127
H -2.456 0.558 -1.315
C -1.313 0.680 -1.442
S 3.091 -2.080 -0.642
H -1.512 1.777 0.726
C 2.903 1.238 -0.180
H -1.650 0.164 1.512
C 0.820 0.181 -0.557
C -0.575 0.102 -0.260
*
```

Here are the Mulliken charges for atoms 1 to 8, given in e:
1 Cl -0.15
2 H 0.47
3 H 0.14
4 H 0.46
5 H 0.36
6 N -0.08
7 H 0.35
8 H 0.15


Entry 3:
Entry from the Open Molecules 2025 dataset: a molecular structure, C5H9NO (the ωB97M-V functional and the def2-TZVPD basis).

Relative energy (zero: lowest compared OMol25 entry of this formula, charge and spin) (kJ/mol): 238.9
Orbital gap (eV): 10.4
DFT total energy (eV): -8866.7366

ORCA input file:
```
! wB97M-V def2-TZVPD RIJCOSX def2/J DEFGRID3
* xyz 0 1
H 2.224 1.024 -1.084
H 0.777 -0.654 3.446
C -0.901 -0.410 -0.375
O 0.541 -1.156 -3.028
H -2.765 -0.236 0.645
C 0.072 -0.916 -1.956
H 1.183 -0.725 2.828
H 0.618 1.761 -1.212
C 1.227 1.056 -0.636
H 1.323 1.442 0.385
C 0.591 -0.324 -0.624
C -1.733 0.112 0.735
N -1.292 -0.975 -1.475
H 1.179 -1.042 -0.039
H -1.726 1.208 0.680
H -1.319 -0.164 1.710
*
```

Here are the Mulliken charges for atoms 1 to 8, given in e:
1 H 0.36
2 H 0.11
3 C 0.56
4 O -0.52
5 H 0.35
6 C 0.32
7 H -0.11
8 H 0.33


Entry 4:
Entry from the Open Molecules 2025 dataset: 3 unconnected molecules or ions with the total composition C3H8N2O2 (the ωB97M-V functional and the def2-TZVPD basis).

Structure (SMILES): c1c[nH]cn1.O.O
Relative energy (zero: lowest compared OMol25 entry of this formula, charge and spin) (kJ/mol): 168.1
Orbital gap (eV): 9.4
DFT total energy (eV): -10315.2097

ORCA input file:
```
! wB97M-V def2-TZVPD RIJCOSX def2/J DEFGRID3
* xyz 0 1
H 0.866 1.120 -0.547
H -0.285 4.290 0.790
H -0.437 -0.516 -1.963
H 2.002 -2.906 0.547
C 1.602 -2.061 -0.019
C 0.478 -2.136 -0.860
H -0.033 -2.975 -1.223
H -1.552 3.893 0.062
O -0.641 3.972 -0.086
N 0.160 -0.793 -1.153
N 1.853 -0.737 0.315
C 1.011 0.032 -0.427
O -2.030 -0.533 1.691
H -1.091 -0.549 2.064
H -1.903 -0.102 0.808
*
```

Here are the Mulliken charges for atoms 1 to 8, given in e:
1 H 0.37
2 H 0.33
3 H 0.25
4 H 0.34
5 C -0.26
6 C -0.27
7 H 0.42
8 H 0.31


Entry 5:
Entry from the Open Molecules 2025 dataset: 5 unconnected molecules or ions with the total composition C35H24F3NO11 (the ωB97M-V functional and the def2-TZVPD basis).

Structure (SMILES): O=C1NC(=O)c2cc(C[C@@H](O)C(F)(F)F)ccc21.O=C1C=CC(=O)C=C1.O=C1C=CC(=O)C=C1.O=C1C=CC(=O)C=C1.O=C1C=CC(=O)C=C1
Orbital gap (eV): 7.7
DFT total energy (eV): -68839.0537

ORCA input file:
```
! wB97M-V def2-TZVPD RIJCOSX def2/J DEFGRID3
* xyz 0 1
H 0.680 3.171 1.828
C 2.661 0.599 3.692
F 5.003 3.895 3.970
H 0.675 -5.950 -0.179
N 0.858 -0.372 -0.899
C -2.919 0.798 -3.939
H 0.013 -4.083 1.334
O 1.504 -5.482 -1.655
C 0.906 -6.977 -5.411
F 4.657 5.386 2.276
C 2.630 4.619 3.422
C -1.654 0.569 -3.584
H 2.935 3.067 5.088
O -3.979 10.007 1.336
H -2.572 -6.794 3.566
H -0.390 -0.535 -6.647
H -0.520 -8.324 -4.441
C 2.474 -0.627 2.725
C -0.025 -6.087 0.645
C -3.391 9.015 1.720
C 0.199 0.849 -0.326
C 1.225 -1.292 0.232
C 0.176 -7.518 -4.244
C -2.005 6.673 2.626
C 0.371 -7.031 -3.018
H 2.751 -4.582 -3.743
C 1.158 2.162 2.039
C -0.663 0.068 -4.561
O 1.789 5.737 3.860
C -1.129 -0.168 -5.945
C -2.246 8.461 0.966
C -3.149 7.226 3.380
C 1.651 -0.360 1.451
C -1.329 -5.296 2.566
O 0.728 -7.423 -6.529
H 1.177 3.476 4.774
O -0.698 1.556 -0.838
F 4.337 6.115 4.412
C 2.022 1.995 3.345
C -1.524 -7.659 1.940
H 2.386 -5.490 -6.031
C 2.056 -5.388 -3.940
H -3.431 6.702 4.285
C -0.378 -5.086 1.454
C -1.876 -6.658 2.747
H 2.436 4.533 2.290
H -4.633 8.735 3.499
C 2.187 3.303 4.244
C -1.603 7.372 1.387
H -0.154 -7.417 -2.153
H -2.751 -0.106 -7.307
C -2.394 0.062 -6.299
C -3.793 8.316 2.959
H -1.964 8.985 0.061
H -0.763 6.952 0.847
O 0.493 -0.140 -4.241
O -0.253 -8.363 0.087
C -0.573 -7.448 0.827
C 0.964 0.982 1.065
C 4.192 4.979 3.575
O -4.540 0.770 -5.644
O 1.125 -2.527 0.118
C -3.385 0.562 -5.322
H -1.296 0.736 -2.573
H -1.915 -8.662 2.059
O -1.650 -4.383 3.305
H 1.781 0.030 -1.177
O -1.415 5.678 3.012
H 2.922 -1.654 2.913
C 1.860 -5.875 -5.166
H 1.047 5.713 3.193
H -3.658 1.165 -3.237
C 1.326 -5.929 -2.774
H 3.267 0.507 4.662
*
```

Here are the Mulliken charges for atoms 1 to 8, given in e:
1 H 0.39
2 C -0.72
3 F -0.24
4 H 0.87
5 N -0.18
6 C -0.42
7 H 0.71
8 O -0.55


Entry 6:
Entry from the Open Molecules 2025 dataset: 2 unconnected molecules or ions with the total composition C4H9N4O4S (the ωB97M-V functional and the def2-TZVPD basis).

Relative energy (zero: lowest compared OMol25 entry of this formula, charge and spin) (kJ/mol): 177.8
Orbital gap (eV): 8.2
DFT total energy (eV): -29275.1374

ORCA input file:
```
! wB97M-V def2-TZVPD RIJCOSX def2/J DEFGRID3
* xyz -1 1
O -1.816 -1.489 2.220
O -0.594 0.746 1.986
H -2.326 -2.159 -1.569
H -2.472 1.198 0.942
H 2.604 0.359 1.625
C -1.572 -0.570 -0.309
H 0.918 2.541 -1.727
H 0.881 1.304 -2.847
N 2.465 1.304 -0.121
N 1.777 0.711 -0.970
H 3.276 -0.417 0.288
S -0.850 -0.640 1.564
N -0.450 1.258 -1.088
H 4.103 1.118 0.881
O -3.008 0.560 0.330
C 3.274 0.492 0.713
C 0.863 1.488 -1.725
H -3.128 -2.004 0.219
N -0.711 0.014 -1.052
H -1.464 -2.662 -0.198
C -2.195 -1.851 -0.440
O 0.425 -1.300 1.276
*
```

Here are the Mulliken charges for atoms 1 to 8, given in e:
1 O -0.65
2 O -0.62
3 H 0.31
4 H 0.33
5 H 0.21
6 C 0.53
7 H 0.41
8 H 0.20


Copy entry 5 word for word.
Entry from the Open Molecules 2025 dataset: 5 unconnected molecules or ions with the total composition C35H24F3NO11 (the ωB97M-V functional and the def2-TZVPD basis).

Structure (SMILES): O=C1NC(=O)c2cc(C[C@@H](O)C(F)(F)F)ccc21.O=C1C=CC(=O)C=C1.O=C1C=CC(=O)C=C1.O=C1C=CC(=O)C=C1.O=C1C=CC(=O)C=C1
Orbital gap (eV): 7.7
DFT total energy (eV): -68839.0537

ORCA input file:
```
! wB97M-V def2-TZVPD RIJCOSX def2/J DEFGRID3
* xyz 0 1
H 0.680 3.171 1.828
C 2.661 0.599 3.692
F 5.003 3.895 3.970
H 0.675 -5.950 -0.179
N 0.858 -0.372 -0.899
C -2.919 0.798 -3.939
H 0.013 -4.083 1.334
O 1.504 -5.482 -1.655
C 0.906 -6.977 -5.411
F 4.657 5.386 2.276
C 2.630 4.619 3.422
C -1.654 0.569 -3.584
H 2.935 3.067 5.088
O -3.979 10.007 1.336
H -2.572 -6.794 3.566
H -0.390 -0.535 -6.647
H -0.520 -8.324 -4.441
C 2.474 -0.627 2.725
C -0.025 -6.087 0.645
C -3.391 9.015 1.720
C 0.199 0.849 -0.326
C 1.225 -1.292 0.232
C 0.176 -7.518 -4.244
C -2.005 6.673 2.626
C 0.371 -7.031 -3.018
H 2.751 -4.582 -3.743
C 1.158 2.162 2.039
C -0.663 0.068 -4.561
O 1.789 5.737 3.860
C -1.129 -0.168 -5.945
C -2.246 8.461 0.966
C -3.149 7.226 3.380
C 1.651 -0.360 1.451
C -1.329 -5.296 2.566
O 0.728 -7.423 -6.529
H 1.177 3.476 4.774
O -0.698 1.556 -0.838
F 4.337 6.115 4.412
C 2.022 1.995 3.345
C -1.524 -7.659 1.940
H 2.386 -5.490 -6.031
C 2.056 -5.388 -3.940
H -3.431 6.702 4.285
C -0.378 -5.086 1.454
C -1.876 -6.658 2.747
H 2.436 4.533 2.290
H -4.633 8.735 3.499
C 2.187 3.303 4.244
C -1.603 7.372 1.387
H -0.154 -7.417 -2.153
H -2.751 -0.106 -7.307
C -2.394 0.062 -6.299
C -3.793 8.316 2.959
H -1.964 8.985 0.061
H -0.763 6.952 0.847
O 0.493 -0.140 -4.241
O -0.253 -8.363 0.087
C -0.573 -7.448 0.827
C 0.964 0.982 1.065
C 4.192 4.979 3.575
O -4.540 0.770 -5.644
O 1.125 -2.527 0.118
C -3.385 0.562 -5.322
H -1.296 0.736 -2.573
H -1.915 -8.662 2.059
O -1.650 -4.383 3.305
H 1.781 0.030 -1.177
O -1.415 5.678 3.012
H 2.922 -1.654 2.913
C 1.860 -5.875 -5.166
H 1.047 5.713 3.193
H -3.658 1.165 -3.237
C 1.326 -5.929 -2.774
H 3.267 0.507 4.662
*
```

Here are the Mulliken charges for atoms 1 to 8, given in e:
1 H 0.39
2 C -0.72
3 F -0.24
4 H 0.87
5 N -0.18
6 C -0.42
7 H 0.71
8 O -0.55